{
  "formula": "C4H6O2S",
  "method": "the ωB97M-V functional and the def2-TZVPD basis",
  "symbols": ["C", "C", "C", "C", "H", "H", "H", "H", "H", "H", "O", "O", "S"],
  "xyz": [[-0.211, -0.455, 1.726], [-0.969, -0.117, 0.416], [0.057, -0.147, -0.713], [1.010, 0.964, -1.095], [1.204, -1.440, 2.336], [-1.488, 0.815, 0.553], [-1.729, -0.882, 0.232], [0.572, -1.088, -0.731], [1.026, 1.924, -0.629], [2.006, 0.579, -1.294], [0.740, -1.385, 1.546], [-0.423, 0.067, 2.821], [-0.216, 0.572, -2.337]],
  "lowdin_charge": [-0.470, -0.082, -0.622, -0.428, 0.089, 0.118, 0.128, 0.090, 0.068, 0.071, 0.126, 0.082, 0.831],
  "total_charge": 0,
  "relative_energy_kcal_mol": 4.2,
  "lumo_ev": 0.655,
  "max_force_ev_per_a": 3.06,
  "smiles": "O=C(O)C[C@@H]1CS1"
}



{
  "formula": "C17H15BrNO5RuSSi",
  "method": "the ωB97M-V functional and the def2-TZVPD basis",
  "symbols": ["Ru", "O", "C", "C", "C", "N", "C", "Br", "C", "H", "H", "H", "H", "C", "C", "C", "C", "C", "C", "Si", "C", "C", "C", "C", "C", "C", "H", "H", "H", "H", "H", "H", "H", "H", "H", "H", "H", "O", "S", "O", "O", "O"],
  "xyz": [[-0.217, 1.171, -0.084], [5.607, -0.668, 0.386], [4.405, -0.159, 0.112], [3.963, 0.125, -1.181], [2.700, 0.643, -1.355], [1.883, 0.887, -0.320], [2.338, 0.603, 0.899], [0.962, 1.003, 2.157], [3.570, 0.089, 1.207], [6.113, -0.834, -0.422], [4.592, -0.068, -2.040], [2.306, 0.868, -2.334], [3.886, -0.131, 2.215], [-0.633, 5.752, 4.308], [0.520, 5.175, 3.789], [0.455, 4.409, 2.642], [-0.766, 4.213, 1.981], [-1.921, 4.800, 2.528], [-1.854, 5.565, 3.683], [-1.082, 3.242, 0.465], [0.081, 3.249, -0.980], [-0.559, 3.335, -2.233], [0.078, 3.939, -3.308], [1.350, 4.450, -3.149], [2.011, 4.392, -1.915], [1.391, 3.798, -0.847], [-0.575, 6.349, 5.208], [1.468, 5.323, 4.287], [1.369, 3.958, 2.274], [-2.881, 4.660, 2.045], [-2.750, 6.010, 4.091], [-2.489, 3.282, 0.057], [-1.552, 2.925, -2.362], [-0.426, 3.996, -4.262], [1.849, 4.913, -3.991], [2.999, 4.819, -1.814], [1.900, 3.764, 0.107], [-0.587, -1.012, -0.306], [-1.912, -0.370, -0.682], [-2.984, -1.210, -1.041], [-2.110, 0.572, 0.520], [-1.457, 0.692, -1.702]],
  "lowdin_charge": [0.943, 0.126, -0.284, 0.039, -0.063, -0.120, -0.627, 1.012, 0.020, 0.137, 0.132, 0.138, 0.138, -0.051, -0.065, -0.135, -0.322, -0.098, -0.057, 0.753, -0.411, -0.076, -0.033, -0.022, -0.049, -0.088, 0.116, 0.113, 0.068, 0.096, 0.116, 0.036, 0.107, 0.123, 0.122, 0.118, 0.100, -0.368, 0.379, -0.201, -0.456, -0.406],
  "total_charge": 1,
  "relative_energy_kcal_mol": 11.5,
  "lumo_ev": -4.523,
  "max_force_ev_per_a": 1.08
}



{
  "formula": "C40H85BrFN4O9S6",
  "method": "the ωB97M-V functional and the def2-TZVPD basis",
  "symbols": ["C", "C", "N", "C", "C", "C", "C", "C", "C", "C", "C", "C", "C", "C", "C", "C", "C", "C", "N", "C", "C", "C", "O", "Br", "N", "C", "C", "F", "N", "C", "C", "C", "C", "O", "C", "C", "O", "H", "H", "H", "H", "H", "H", "H", "H", "H", "H", "H", "H", "H", "H", "H", "H", "H", "H", "H", "H", "H", "H", "H", "H", "H", "H", "H", "H", "H", "H", "H", "H", "H", "H", "H", "H", "H", "H", "H", "H", "H", "H", "H", "H", "H", "H", "H", "H", "H", "C", "S", "O", "C", "H", "H", "H", "H", "H", "H", "C", "S", "O", "C", "H", "H", "H", "H", "H", "H", "C", "S", "O", "C", "H", "H", "H", "H", "H", "H", "C", "S", "O", "C", "H", "H", "H", "H", "H", "H", "C", "S", "O", "C", "H", "H", "H", "H", "H", "H", "C", "S", "O", "C", "H", "H", "H", "H", "H", "H"],
  "xyz": [[-5.866, 0.181, -0.802], [-5.721, 0.569, 0.448], [-4.405, 0.677, 0.991], [-3.733, -0.612, 1.361], [-3.774, -0.912, 2.876], [-3.048, -2.266, 3.130], [-1.598, -2.110, 3.691], [-0.514, -2.695, 2.737], [0.802, -3.085, 3.466], [1.272, -4.544, 3.197], [2.510, -4.662, 2.275], [3.867, -4.347, 2.970], [4.821, -5.556, 3.068], [5.407, -6.028, 1.707], [6.065, -4.913, 0.863], [6.717, -5.482, -0.434], [8.007, -4.723, -0.858], [-3.708, 1.783, 1.209], [-2.468, 1.739, 1.770], [-2.099, 3.010, 1.857], [-0.765, 3.348, 2.485], [0.274, 2.264, 2.127], [0.229, 1.162, 2.435], [1.823, 2.883, 1.078], [-3.043, 3.807, 1.371], [-2.893, 5.254, 1.372], [-1.784, 5.706, 0.406], [-2.614, 5.670, 2.671], [-4.085, 3.045, 0.926], [-5.242, 3.692, 0.310], [-6.117, 4.456, 1.369], [-7.281, 3.614, 1.968], [-8.681, 3.997, 1.394], [-9.531, 4.529, 2.428], [-10.035, 5.759, 2.096], [-11.548, 5.984, 1.927], [-9.332, 6.693, 1.966], [-6.772, 0.394, -1.379], [-5.111, -0.431, -1.312], [-6.643, 0.731, 1.016], [-4.304, -1.429, 0.857], [-2.721, -0.674, 0.928], [-4.813, -0.889, 3.248], [-3.233, -0.101, 3.392], [-3.671, -2.875, 3.804], [-2.969, -2.793, 2.164], [-1.366, -1.076, 3.997], [-1.555, -2.716, 4.617], [-0.270, -1.867, 2.037], [-0.922, -3.507, 2.114], [0.634, -2.996, 4.556], [1.646, -2.416, 3.231], [1.539, -5.039, 4.151], [0.484, -5.180, 2.751], [2.564, -5.713, 1.936], [2.443, -4.046, 1.364], [3.735, -3.948, 3.995], [4.394, -3.552, 2.413], [5.678, -5.337, 3.735], [4.320, -6.436, 3.518], [6.191, -6.791, 1.894], [4.612, -6.557, 1.150], [6.817, -4.366, 1.459], [5.265, -4.214, 0.563], [5.960, -5.461, -1.238], [7.008, -6.538, -0.278], [8.095, -3.708, -0.438], [8.918, -5.269, -0.577], [8.055, -4.639, -1.960], [-0.902, 3.282, 3.581], [-0.425, 4.367, 2.282], [-3.800, 5.793, 1.075], [-2.212, 5.570, -0.600], [-1.508, 6.756, 0.580], [-0.884, 5.077, 0.455], [-5.833, 3.050, -0.347], [-4.836, 4.490, -0.342], [-6.589, 5.272, 0.788], [-5.498, 4.956, 2.128], [-7.344, 3.889, 3.037], [-7.103, 2.532, 1.948], [-8.608, 4.732, 0.578], [-9.145, 3.079, 0.997], [-11.877, 6.524, 2.832], [-11.751, 6.638, 1.072], [-12.082, 5.024, 1.872], [-3.656, 6.119, -4.888], [-3.503, 4.686, -3.815], [-3.100, 5.184, -2.461], [-2.029, 4.022, -4.594], [-4.505, 6.711, -4.552], [-2.748, 6.720, -4.834], [-3.828, 5.787, -5.912], [-1.227, 4.760, -4.557], [-2.249, 3.758, -5.628], [-1.725, 3.128, -4.051], [2.027, -3.997, -3.402], [2.112, -5.438, -2.323], [2.520, -4.959, -0.977], [3.564, -6.164, -3.099], [1.200, -3.371, -3.069], [2.959, -3.434, -3.341], [1.847, -4.322, -4.428], [4.396, -5.461, -3.057], [3.334, -6.419, -4.134], [3.825, -7.069, -2.553], [5.016, 7.618, -0.873], [4.022, 6.168, -1.262], [3.498, 6.344, -2.642], [2.678, 6.553, -0.128], [5.901, 7.603, -1.506], [4.441, 8.523, -1.070], [5.317, 7.582, 0.174], [2.251, 7.526, -0.372], [3.051, 6.552, 0.897], [1.914, 5.784, -0.235], [1.234, 0.329, -6.401], [0.211, 1.554, -5.570], [-0.353, 2.445, -6.619], [1.571, 2.436, -4.787], [0.584, -0.316, -6.991], [1.946, 0.828, -7.058], [1.761, -0.269, -5.657], [2.263, 2.799, -5.547], [2.087, 1.769, -4.095], [1.161, 3.281, -4.236], [-3.722, -5.489, -1.584], [-3.043, -3.948, -0.955], [-3.985, -3.441, 0.086], [-3.332, -2.989, -2.451], [-3.678, -6.231, -0.789], [-4.759, -5.340, -1.887], [-3.126, -5.829, -2.431], [-4.395, -3.000, -2.699], [-2.749, -3.409, -3.271], [-3.011, -1.964, -2.267], [13.146, -3.664, 0.986], [12.047, -5.061, 0.702], [11.100, -4.668, -0.376], [11.163, -4.924, 2.266], [13.772, -3.538, 0.104], [12.560, -2.759, 1.150], [13.776, -3.867, 1.852], [10.705, -3.938, 2.346], [11.857, -5.086, 3.091], [10.389, -5.689, 2.288]],
  "lowdin_charge": [0.070, -0.157, -0.009, -0.140, -0.165, -0.177, -0.191, -0.199, -0.191, -0.204, -0.213, -0.215, -0.219, -0.223, -0.218, -0.243, -0.116, -0.237, 0.239, -0.212, -0.063, -0.797, 0.093, 0.712, 0.078, -0.290, 0.016, 0.027, 0.084, -0.078, -0.138, -0.134, -0.163, -0.025, -0.536, 0.025, 0.136, 0.079, 0.075, 0.115, 0.096, 0.134, 0.114, 0.091, 0.113, 0.071, 0.103, 0.104, 0.101, 0.100, 0.101, 0.109, 0.108, 0.103, 0.101, 0.093, 0.108, 0.095, 0.106, 0.110, 0.108, 0.106, 0.112, 0.100, 0.077, 0.101, 0.070, 0.036, 0.068, 0.156, 0.094, 0.148, 0.052, 0.107, 0.067, 0.126, 0.114, 0.118, 0.108, 0.124, 0.083, 0.123, 0.125, 0.095, 0.091, 0.083, -0.259, 0.834, -0.590, -0.286, 0.052, 0.064, 0.061, 0.068, 0.050, 0.033, -0.278, 0.808, -0.550, -0.266, 0.041, 0.058, 0.051, 0.048, 0.054, 0.055, -0.267, 0.790, -0.556, -0.290, 0.052, 0.059, 0.055, 0.059, 0.054, 0.004, -0.265, 0.785, -0.548, -0.255, 0.051, 0.063, 0.050, 0.066, 0.056, 0.044, -0.259, 0.824, -0.559, -0.270, 0.056, 0.061, 0.057, 0.059, 0.054, 0.042, -0.273, 0.814, -0.556, -0.271, 0.050, 0.058, 0.052, 0.058, 0.052, 0.048],
  "total_charge": 1,
  "lumo_ev": -2.093,
  "max_force_ev_per_a": 2.93
}



{
  "formula": "C12H23N2O3P2Zn",
  "method": "the ωB97M-V functional and the def2-TZVPD basis",
  "symbols": ["Zn", "P", "C", "C", "N", "C", "C", "C", "C", "C", "P", "H", "H", "H", "H", "H", "H", "H", "H", "O", "H", "H", "O", "H", "C", "H", "H", "H", "C", "H", "H", "H", "C", "H", "H", "H", "C", "H", "H", "H", "O", "C", "N"],
  "xyz": [[0.131, -0.027, -0.186], [2.170, -0.952, 0.012], [2.325, -1.934, -1.447], [1.170, -1.978, -2.264], [0.023, -1.282, -1.856], [-1.163, -1.492, -2.471], [-1.272, -2.387, -3.539], [-0.126, -2.953, -4.102], [1.093, -2.740, -3.479], [-2.425, -0.777, -1.952], [-2.014, 0.796, -1.012], [2.040, -3.120, -3.878], [-2.263, -2.602, -3.937], [-0.212, -3.575, -4.995], [-3.166, -0.528, -2.738], [-2.958, -1.395, -1.207], [1.936, 2.197, -3.087], [3.237, -2.499, -1.700], [1.346, 6.034, -0.665], [1.227, 1.561, -2.902], [0.525, 1.715, -3.563], [-0.671, 1.526, 1.502], [0.416, 5.874, -0.852], [-0.041, 6.173, -0.036], [-2.538, 2.127, -2.172], [-3.620, 2.019, -2.375], [-2.341, 3.124, -1.727], [-1.965, 2.010, -3.112], [-3.365, 0.975, 0.215], [-3.100, 1.802, 0.894], [-4.317, 1.219, -0.282], [-3.467, 0.038, 0.782], [1.993, -2.312, 1.225], [2.982, -2.789, 1.268], [1.672, -1.897, 2.190], [1.256, -3.013, 0.812], [3.574, -0.057, 0.683], [3.320, 0.219, 1.719], [4.492, -0.656, 0.708], [3.731, 0.849, 0.075], [0.206, -0.457, 3.803], [0.080, 0.305, 2.908], [0.079, 0.859, 1.801]],
  "lowdin_charge": [0.538, 0.747, -0.281, -0.361, -0.045, -0.349, -0.071, -0.063, -0.031, -0.256, 0.857, 0.116, 0.108, 0.116, 0.103, 0.094, 0.052, 0.078, 0.031, -0.082, 0.042, 0.087, -0.077, 0.047, -0.241, 0.062, 0.061, 0.048, -0.270, 0.044, 0.058, 0.052, -0.241, 0.062, 0.019, 0.054, -0.254, 0.048, 0.060, 0.049, 0.206, -0.296, 0.081],
  "total_charge": 1,
  "relative_energy_kcal_mol": 9.0,
  "lumo_ev": -3.325,
  "max_force_ev_per_a": 3.41
}



{
  "formula": "C12H16F3N4O",
  "method": "the ωB97M-V functional and the def2-TZVPD basis",
  "symbols": ["C", "C", "O", "C", "N", "C", "N", "N", "C", "N", "C", "F", "F", "F", "H", "H", "H", "H", "H", "H", "H", "H", "H", "H", "C", "C", "C", "C", "C", "C", "H", "H", "H", "H", "H", "H"],
  "xyz": [[1.057, -1.006, -2.454], [2.305, -0.296, -1.872], [1.948, 1.012, -1.443], [2.875, -1.087, -0.630], [2.238, -0.537, 0.577], [1.072, -0.888, 1.093], [0.196, -1.824, 0.682], [0.796, -0.162, 2.240], [1.853, 0.602, 2.362], [2.746, 0.415, 1.373], [4.000, 1.131, 1.325], [4.872, 0.602, 2.168], [4.482, 1.267, 0.120], [3.754, 2.360, 1.793], [0.195, -0.931, -1.772], [1.260, -2.076, -2.630], [0.753, -0.548, -3.413], [3.069, -0.191, -2.666], [1.301, 1.394, -2.052], [3.971, -1.010, -0.586], [2.612, -2.146, -0.748], [-0.764, -1.647, 0.424], [0.520, -2.783, 0.670], [2.009, 1.303, 3.184], [-4.662, -0.392, -0.618], [-3.316, -0.459, -0.287], [-2.746, 0.522, 0.515], [-3.526, 1.566, 0.994], [-4.872, 1.631, 0.666], [-5.440, 0.655, -0.143], [-5.105, -1.155, -1.245], [-2.710, -1.280, -0.659], [-1.692, 0.475, 0.769], [-3.083, 2.329, 1.623], [-5.481, 2.444, 1.041], [-6.489, 0.709, -0.402]],
  "lowdin_charge": [-0.040, -0.366, -0.038, -0.001, 0.059, -0.327, 0.191, 0.216, -0.032, 0.109, -0.616, 0.213, 0.234, 0.187, 0.066, 0.092, 0.095, 0.152, 0.113, 0.138, 0.135, 0.092, 0.132, 0.171, -0.087, -0.111, -0.110, -0.089, -0.080, -0.079, 0.106, 0.084, 0.070, 0.104, 0.108, 0.108],
  "total_charge": 1,
  "relative_energy_kcal_mol": 0.0,
  "lumo_ev": -3.615,
  "max_force_ev_per_a": 3.12
}



Number 1: HOMO -9.0 eV. Number 2: HOMO -12.5 eV. Number 3: HOMO -10.0 eV. Number 4: HOMO -9.2 eV. Number 5: HOMO -11.8 eV.